# 1
Molecular formula: C36H52O32S
Method: DFT, ωB97M-V with the def2-TZVPD basis set

Geometry as XYZ:
```
121
Properties=species:S:1:pos:R:3:mulliken_charge:R:1
C 0.02199 -0.86288 2.87070 -0.8221
C -0.16070 0.43862 2.08668 0.0425
O 0.05667 0.25492 0.68969 -0.4323
C -1.10162 0.22432 -0.11462 -0.9370
C -2.09989 -0.87115 0.28147 -0.4101
C -3.30545 -0.34400 1.04142 0.4537
C -4.68660 -0.43018 0.40848 -1.0711
C -5.50640 0.02744 1.61655 -0.0954
S -7.27407 -0.26863 1.44297 1.3726
C -7.90764 -0.98763 2.91974 -1.0940
O -7.41452 -1.23756 0.38677 -0.6988
O -7.87966 1.03388 1.30498 -0.6216
C -4.74650 -0.63736 2.78044 0.2186
O -5.14252 -0.85886 3.88791 -0.6257
O -3.53440 -0.98287 2.34036 -0.2062
H 0.43405 -1.61477 2.19636 0.1360
H -0.91974 -1.24790 3.26444 0.2152
H 0.71373 -0.73267 3.69889 0.3064
H -1.15347 0.86570 2.26190 -0.0550
H 0.55877 1.18155 2.42154 0.4416
H -1.59469 1.20969 -0.10963 0.3485
H -0.75323 0.05584 -1.12681 0.3109
H -1.56728 -1.58502 0.90791 -0.0879
H -2.42686 -1.41785 -0.59941 0.4001
H -3.13932 0.71763 1.26344 0.6108
H -4.78206 0.20045 -0.47135 0.4800
H -4.93449 -1.46099 0.15985 0.2835
H -5.39166 1.10878 1.72404 0.3655
H -8.96064 -0.71034 2.89986 0.4279
H -7.78412 -2.06463 2.88150 0.3555
H -7.42027 -0.56012 3.78923 0.3488
O -1.56910 -4.34606 0.04833 -0.4107
C -2.60272 -4.61745 0.57409 0.3365
O -3.00898 -5.86732 0.87831 -0.3753
C -4.18651 -5.77569 1.69430 -0.5113
C -4.72063 -4.40000 1.32705 -0.2657
O -3.52243 -3.71276 0.94646 0.0627
H -4.85851 -6.59422 1.45557 0.3067
H -3.88621 -5.83572 2.74086 0.2841
H -5.39609 -4.42312 0.47075 0.3165
H -5.19119 -3.87492 2.15397 0.2168
O -7.58129 7.35383 2.87522 -0.5313
C -8.00521 6.32164 2.45959 0.5936
O -7.24501 5.26708 2.09430 -0.2942
C -8.10686 4.14140 1.85147 -0.0828
C -9.43028 4.82240 1.55255 -0.3109
O -9.31368 6.04776 2.28583 -0.3265
H -7.72131 3.54109 1.03493 0.2104
H -8.14746 3.53061 2.75341 0.1862
H -9.54500 5.06147 0.49451 0.2863
H -10.29915 4.27077 1.89819 0.2778
O -1.92751 -1.06357 -2.98960 -0.5377
C -1.13788 -1.94304 -3.16234 0.5811
O -1.14010 -2.76489 -4.23679 -0.4391
C 0.07893 -3.51994 -4.22348 -0.2862
C 0.47601 -3.46582 -2.75996 -0.0690
O -0.12152 -2.23366 -2.34042 -0.0389
H -0.11054 -4.52194 -4.59863 0.3461
H 0.80630 -3.01743 -4.86331 0.1915
H 0.03583 -4.26923 -2.17310 0.1369
H 1.54935 -3.42868 -2.60672 0.2019
O 2.63986 -1.24455 -2.89550 -0.4669
C 3.55715 -1.67251 -3.51709 0.5884
O 4.62342 -0.95671 -3.92049 -0.2755
C 5.62029 -1.85022 -4.43672 -0.2664
C 4.78172 -3.05378 -4.83296 -0.3809
O 3.67393 -2.96362 -3.92602 -0.3018
H 6.14147 -1.37950 -5.26253 0.2817
H 6.33540 -2.07443 -3.64595 0.2502
H 4.40053 -2.97727 -5.85263 0.2565
H 5.28390 -4.00771 -4.70109 0.3044
O 8.23160 -0.17000 -4.72385 -0.5869
C 7.71443 0.90205 -4.61490 0.6663
O 7.13691 1.35386 -3.48603 -0.3403
C 6.81872 2.74344 -3.66437 -0.3452
C 6.73970 2.86160 -5.17794 -0.3455
O 7.61996 1.81003 -5.59656 -0.2442
H 5.89086 2.97085 -3.14870 0.3141
H 7.63209 3.33673 -3.24482 0.2760
H 5.74127 2.64652 -5.56017 0.2663
H 7.09426 3.80342 -5.58321 0.3111
O 1.15895 1.54848 4.75297 -0.4169
C 2.31914 1.49533 4.99802 0.5948
O 3.23177 0.84310 4.23941 -0.2557
C 4.54044 1.17406 4.71016 -0.2878
C 4.26391 1.58969 6.14636 -0.3443
O 2.91718 2.06518 6.06722 -0.3582
H 5.19055 0.30943 4.61395 0.2784
H 4.92958 1.99703 4.10840 0.2626
H 4.29522 0.74389 6.83488 0.2592
H 4.90807 2.38406 6.51177 0.2912
O 8.49129 3.47105 -7.78856 -0.5409
C 9.36380 2.66892 -7.86750 0.7723
O 9.54036 1.81608 -8.89989 -0.3394
C 10.78703 1.13563 -8.72343 -0.3560
C 11.00521 1.25552 -7.22350 -0.2005
O 10.30468 2.46578 -6.91998 -0.3134
H 10.69492 0.11366 -9.07897 0.2929
H 11.55409 1.65780 -9.29752 0.2535
H 10.54291 0.43896 -6.66657 0.1799
H 12.04729 1.35663 -6.93448 0.2990
O 4.25685 -5.78844 2.98165 -0.5405
C 3.28151 -5.85625 2.30792 0.6036
O 2.29669 -4.93326 2.27157 -0.3240
C 1.41396 -5.24160 1.18612 0.3978
C 1.65446 -6.72941 1.00008 -0.3320
O 2.99938 -6.87926 1.46334 -0.3472
H 0.39292 -4.98590 1.44734 -0.0479
H 1.71606 -4.65827 0.31444 -0.0251
H 0.99775 -7.33654 1.62566 0.2800
H 1.58471 -7.06404 -0.03120 0.2909
O -2.64812 7.29644 7.22732 -0.5239
C -3.45719 7.15397 6.36943 0.5817
O -4.52060 7.96367 6.16773 -0.3509
C -5.13346 7.61606 4.91901 -0.1777
C -4.68424 6.17808 4.73678 -0.1623
O -3.44642 6.15520 5.45576 -0.3346
H -6.20900 7.73818 4.98064 0.2536
H -4.74117 8.27222 4.14131 0.2417
H -5.37108 5.46799 5.20148 0.2293
H -4.51549 5.89669 3.70176 0.2394
```

gap between HOMO and LUMO	9.23	eV
SMILES	CCOCC[C@H]1C[C@@H](S(C)(=O)=O)C(=O)O1.O=C1OCCO1.O=C1OCCO1.O=C1OCCO1.O=C1OCCO1.O=C1OCCO1.O=C1OCCO1.O=C1OCCO1.O=C1OCCO1.O=C1OCCO1

# 2
Molecular formula: C5H5NO
Method: DFT, ωB97M-V with the def2-TZVPD basis set

Geometry as XYZ:
```
12
Properties=species:S:1:pos:R:3:nbo_charge:R:1
C 0.41386 2.42278 0.04179 -0.2978
C 0.40575 1.33706 0.67744 -0.3185
C 0.50637 -0.05416 0.29572 0.2574
N 0.50961 -1.19582 0.44004 -0.3059
H 0.14991 3.38446 0.42258 0.2191
H 0.64235 2.41389 -1.11305 0.2087
H 0.21481 1.19720 1.74499 0.2427
C 0.50720 -2.27518 -2.62731 -0.7754
C -0.49433 -1.83200 -1.94532 0.7364
O -1.43303 -1.24337 -1.59220 -0.4752
H 0.24650 -3.33908 -2.82356 0.2564
H 1.48275 -2.04221 -2.52446 0.2521
```

gap between HOMO and LUMO	9.70	eV
SMILES	C=CC#N.C=C=O
relative energy (zero: lowest compared OMol25 entry of this formula, charge and spin)	314.2	kJ/mol

# 3
Molecular formula: C5H9N3O2
Method: DFT, ωB97M-V with the def2-TZVPD basis set

Geometry as XYZ:
```
19
Properties=species:S:1:pos:R:3:nbo_charge:R:1
O -2.64077 -1.09777 -0.32139 -0.5615
C -1.63887 -0.41228 -0.53288 0.6372
C -1.57995 1.03953 -0.15095 -0.3523
C -0.42381 1.72089 -0.28149 0.0147
N 0.66459 1.20450 -0.90433 -0.6179
C 0.75505 -0.14184 -1.18362 0.8174
O 1.79350 -0.69584 -1.54636 -0.6073
N -0.46068 -0.86469 -1.13557 -0.6610
H -2.46404 1.59801 0.22965 0.2521
H -0.44547 2.75576 -0.04810 0.2319
H 1.57697 1.73710 -0.79038 0.4453
H -0.29224 -1.88494 -1.13754 0.4471
C 0.78689 -1.24454 0.87736 -0.5061
N 1.01883 0.10133 1.52242 -0.8277
H 0.92754 -1.99598 1.74392 0.1990
H -0.20178 -1.37604 0.30829 0.1803
H 1.61867 -1.37409 0.16902 0.2303
H 0.75517 0.83749 0.88889 0.3295
H 0.25038 0.09342 2.29305 0.3490
```

gap between HOMO and LUMO	9.14	eV
SMILES	O=c1cc[nH]c(=O)[nH]1.CN
relative energy (zero: lowest compared OMol25 entry of this formula, charge and spin)	311.3	kJ/mol

# 4
Molecular formula: C3H5N5
Method: DFT, ωB97M-V with the def2-TZVPD basis set

Geometry as XYZ:
```
13
Properties=species:S:1:pos:R:3:nbo_charge:R:1
H -1.52958 2.33506 -0.07023 0.3565
N -1.65591 1.31950 -0.02253 -0.7460
C -0.50090 0.75615 0.02727 0.4781
N 0.69344 1.40782 0.04115 -0.4253
C 1.74458 0.66053 0.01095 0.0905
C 1.73421 -0.76880 -0.01976 -0.1091
N 0.62448 -1.41423 0.00335 -0.0989
N -0.46573 -0.63855 0.00968 -0.0774
N -1.65595 -1.30649 0.00992 -0.6173
H 2.70258 1.17587 -0.04952 0.1976
H 2.65417 -1.34554 -0.01448 0.2130
H -2.12956 -1.09563 0.85639 0.3659
H -2.21584 -1.08571 -0.78219 0.3725
```

gap between HOMO and LUMO	8.55	eV
SMILES	[H]/N=c1\nccnn1N
relative energy (zero: lowest compared OMol25 entry of this formula, charge and spin)	237.3	kJ/mol

# 5
Molecular formula: C3H5NO2
Method: DFT, ωB97M-V with the def2-TZVPD basis set

Geometry as XYZ:
```
11
Properties=species:S:1:pos:R:3:nbo_charge:R:1
N 1.40861 0.64889 0.12542 -0.7118
C 1.17529 0.05761 -1.06590 0.2151
O 0.11929 -0.75305 -1.06267 -0.4897
C -0.71729 -0.81487 0.10231 -0.2099
C -1.39091 0.50709 0.42037 0.4250
O -1.99916 0.68016 1.44522 -0.5085
H 2.15476 1.33555 -0.01134 0.3723
H 2.21389 -0.24007 -0.41908 0.3434
H -0.16430 -1.14965 0.98380 0.2201
H -1.48187 -1.55498 -0.14768 0.2275
H -1.31830 1.28332 -0.37043 0.1164
```

gap between HOMO and LUMO	9.92	eV
relative energy (zero: lowest compared OMol25 entry of this formula, charge and spin)	490.3	kJ/mol

# 6
Molecular formula: C23H29AuPSi2
Method: DFT, ωB97M-V with the def2-TZVPD basis set

Geometry as XYZ:
```
56
Properties=species:S:1:pos:R:3:nbo_charge:R:1
Au -0.25275 -0.30857 0.28724 0.2634
C -1.77887 1.85029 -2.43029 -1.0933
Si -1.42707 1.62727 -0.55579 0.8548
C -1.20376 3.44660 0.01781 -1.1032
C -3.18564 1.13192 0.10341 -0.4147
C -4.21805 2.06725 -0.02746 -0.2266
C -5.51589 1.81240 0.39010 -0.2255
C -5.81243 0.58562 0.96749 -0.2609
C -4.80294 -0.35420 1.11270 -0.1619
C -3.48896 -0.11512 0.69195 -0.4380
Si -2.21806 -1.54567 0.96401 0.8135
C -2.55510 -2.08105 2.78399 -1.1020
C -2.96768 -3.00272 -0.04030 -1.0973
H -2.66396 2.47093 -2.60185 0.2052
H -1.95017 0.88062 -2.90550 0.2214
H -0.93013 2.32362 -2.93360 0.2105
H -1.93398 4.12986 -0.42881 0.1999
H -0.20765 3.80056 -0.26174 0.2176
H -1.28698 3.52351 1.10520 0.2208
H -4.00584 3.03560 -0.47425 0.1907
H -6.29016 2.56222 0.26537 0.1896
H -6.81992 0.36477 1.30511 0.1901
H -5.05071 -1.30765 1.57321 0.1803
H -3.44833 -2.70700 2.87804 0.2023
H -2.69351 -1.19526 3.40936 0.2246
H -1.71515 -2.64674 3.19706 0.2138
H -3.89842 -3.36967 0.40426 0.2029
H -2.26666 -3.84240 -0.08948 0.2110
H -3.18375 -2.69538 -1.06655 0.2251
C 1.04998 -3.26737 1.60202 -0.9399
P 1.90442 -1.81331 0.83319 0.7681
C 3.58711 -2.34490 1.41609 -0.3199
C 4.40739 -3.25092 0.74707 -0.1665
C 5.63425 -3.61770 1.27969 -0.2317
C 6.06654 -3.08447 2.48634 -0.2263
C 5.26981 -2.15806 3.14567 -0.2163
C 4.05060 -1.78054 2.60576 -0.2073
C 1.90822 -2.28486 -0.93150 -0.2474
C 1.62602 -3.56670 -1.40466 -0.2485
C 1.56935 -3.81967 -2.76602 -0.2088
C 1.79433 -2.79873 -3.67935 -0.2174
C 2.08869 -1.52284 -3.22128 -0.2124
C 2.14526 -1.26744 -1.86090 -0.2303
H 1.65759 -4.17317 1.52656 0.2006
H 0.08266 -3.38215 1.12223 0.2524
H 0.88958 -3.04443 2.65768 0.2364
H 4.07978 -3.67168 -0.19608 0.2100
H 6.25742 -4.32716 0.74748 0.2039
H 7.01686 -3.38641 2.90832 0.2041
H 5.60281 -1.72293 4.08047 0.2057
H 3.43657 -1.03895 3.10547 0.2168
H 1.43420 -4.37218 -0.70806 0.2124
H 1.33676 -4.81835 -3.11668 0.2031
H 1.72848 -2.99699 -4.74190 0.2043
H 2.25837 -0.72204 -3.93051 0.2098
H 2.35666 -0.26945 -1.49737 0.2311
```

gap between HOMO and LUMO	5.24	eV
charge	-1
relative energy (zero: lowest compared OMol25 entry of this formula, charge and spin)	22.9	kJ/mol

# 7
Molecular formula: C3H7O3
Method: DFT, ωB97M-V with the def2-TZVPD basis set

Geometry as XYZ:
```
13
Properties=species:S:1:pos:R:3:nbo_charge:R:1
C 0.80285 2.08896 0.86269 -0.7484
C 0.94917 0.97186 -0.24155 0.7655
O 0.36345 1.17571 -1.33374 -0.8045
O 1.62606 -0.02253 0.11433 -0.7967
H 0.76074 3.05202 0.36126 0.1915
H 1.73898 2.07864 1.40737 0.2002
H -0.11398 1.88973 1.41099 0.2001
C -0.87273 -2.08983 -0.11356 -0.2691
O -1.73375 -1.92849 -1.27189 -0.7688
H -1.54914 -1.04460 -1.61228 0.4839
H -0.49224 -1.10742 0.14925 0.2145
H 0.03486 -2.62122 -0.42291 0.1782
H -1.51427 -2.44282 0.69005 0.1535
```

gap between HOMO and LUMO	8.33	eV
charge	-1
relative energy (zero: lowest compared OMol25 entry of this formula, charge and spin)	107.3	kJ/mol

# 8
Molecular formula: C29H32ClCsN4O4P
Method: DFT, ωB97M-V with the def2-TZVPD basis set

Geometry as XYZ:
```
72
Properties=species:S:1:pos:R:3:mulliken_charge:R:1
Cs 0.33834 0.15109 -0.01513 1.3725
N -1.13767 1.46294 -2.77226 -0.4127
C -1.54711 2.82230 -2.38781 -0.0741
C -2.63449 2.78682 -1.32812 -1.0503
N -2.19945 2.05789 -0.14488 0.2037
C -3.20014 2.04055 0.91532 -0.9124
C -2.75170 1.17883 2.08332 -0.1868
N -2.38688 -0.16771 1.62430 -0.4432
H -0.44676 1.51316 -3.51247 0.2361
H -1.94011 0.97352 -3.15878 0.1903
H -1.91008 3.41693 -3.23366 0.4807
H -0.67100 3.32671 -1.97854 -0.3151
H -3.55227 2.35629 -1.76209 0.3942
H -2.87101 3.81397 -1.04066 0.4232
H -2.06009 1.09044 -0.41922 -0.2294
H -4.17500 1.67961 0.54484 0.3633
H -3.36396 3.06240 1.26645 0.4659
H -3.55193 1.17945 2.83203 0.3869
H -1.86454 1.62435 2.53825 -0.1085
H -3.15202 -0.58574 1.10421 0.1580
H -2.19276 -0.77140 2.41384 0.2479
O 3.97952 -3.16321 -1.49534 -0.4600
C 2.88125 -2.42496 -1.32127 0.1915
O 2.87654 -1.39295 -0.70280 -0.4309
C 1.68426 -3.04302 -1.98707 0.4597
C 1.76132 -4.31318 -2.55057 -0.5460
C 0.62464 -4.84186 -3.13642 -0.5935
C -0.53267 -4.08178 -3.15251 -0.5602
C -0.50659 -2.82328 -2.56080 0.0826
N 0.57258 -2.31587 -1.97980 -0.0641
C -1.74698 -1.96764 -2.49718 0.5957
O -2.48090 -1.91614 -3.61798 -0.4292
O -2.07921 -1.37081 -1.51408 -0.4298
H 4.72289 -2.73024 -1.04601 0.3788
H 2.68813 -4.86496 -2.51866 0.4868
H 0.63712 -5.83186 -3.57108 0.4593
H -1.44419 -4.47164 -3.58732 0.4686
H -2.05857 -2.37122 -4.35854 0.3648
Cl 2.19375 -0.17206 2.67991 -0.1888
C 2.60487 1.06891 3.85333 0.8543
C 3.44985 0.65255 4.87125 -0.7405
C 3.85240 1.55645 5.84004 -0.5021
C 3.41220 2.86816 5.77274 -0.8589
C 2.57558 3.26799 4.74450 -0.3650
C 2.14509 2.38097 3.75247 -0.3262
P 0.95269 2.91206 2.46444 0.7699
C 2.03005 3.16698 1.00817 -0.0688
C 1.44312 3.68888 -0.14836 0.0609
C 2.19025 3.87802 -1.29909 -0.5499
C 3.53339 3.52387 -1.32345 -0.6351
C 4.12181 2.98936 -0.18786 -0.7558
C 3.37794 2.81630 0.97380 -0.5249
C 0.52279 4.61030 2.96010 -0.2584
C -0.65383 4.77964 3.68654 -0.3002
C -1.05107 6.04458 4.09596 -0.6580
C -0.28303 7.15071 3.76552 -0.4878
C 0.88634 6.99158 3.03259 -0.6991
C 1.29192 5.72775 2.63411 0.2512
H 3.78383 -0.37514 4.89609 0.4317
H 4.50554 1.23384 6.63934 0.3822
H 3.72119 3.58668 6.52014 0.4149
H 2.24172 4.29596 4.70729 0.3721
H 0.39181 3.95815 -0.13416 0.4698
H 1.72411 4.30476 -2.17888 0.4577
H 4.11802 3.67157 -2.22196 0.4109
H 5.16932 2.71731 -0.19672 0.4442
H 3.85876 2.41352 1.85580 0.4169
H -1.25925 3.91426 3.93198 0.3699
H -1.96384 6.16702 4.66416 0.4178
H -0.59647 8.13889 4.07532 0.4008
H 1.48392 7.85618 2.77439 0.4151
H 2.20600 5.60416 2.06611 0.4148
```

gap between HOMO and LUMO	7.36	eV
charge	+1
relative energy (zero: lowest compared OMol25 entry of this formula, charge and spin)	12.1	kJ/mol

# 9
Molecular formula: C7H15N2O2
Method: DFT, ωB97M-V with the def2-TZVPD basis set

Geometry as XYZ:
```
26
Properties=species:S:1:pos:R:3:nbo_charge:R:1
O -2.56048 -0.64902 -1.21622 -0.6892
C -2.05024 0.10469 -0.22023 0.8477
O -3.00814 0.74732 0.46313 -0.6987
N -1.01352 0.89597 -0.54023 -0.6948
C -0.11168 0.87959 0.59355 -0.0471
C 1.25100 1.55319 0.34282 -0.4313
C 2.10646 0.71641 -0.74327 -0.3719
C 2.13898 -0.74904 -0.35975 -0.4071
C 0.80320 -1.36150 -0.17701 -0.4392
C -0.01078 -0.66507 0.89003 -0.0750
N -1.41358 -1.06320 0.85492 -0.5881
H -1.78869 -0.96132 -1.84408 0.5137
H -3.98631 0.39438 0.22814 0.5313
H -1.31698 1.90909 -0.72869 0.4393
H -0.58792 1.41080 1.48419 0.2021
H 2.04097 1.69163 1.15881 0.2460
H 1.06318 2.45939 -0.17703 0.2249
H 3.06651 1.06492 -0.76620 0.2241
H 1.49975 0.72423 -1.67858 0.1961
H 2.69326 -1.21102 -1.16482 0.2343
H 2.70362 -0.83076 0.55809 0.2067
H 0.20463 -1.19795 -1.11514 0.1978
H 1.09027 -2.43138 0.16098 0.2562
H 0.32773 -0.63484 1.93260 0.2348
H -1.45630 -1.86052 0.28493 0.4410
H -1.68492 -0.93600 1.77907 0.4465
```

gap between HOMO and LUMO	10.94	eV
charge	+1
SMILES	OC1(O)N[C@@H]2CCCC[C@@H]2[NH2+]1
relative energy (zero: lowest compared OMol25 entry of this formula, charge and spin)	137.1	kJ/mol